C13H35AlBFNO5 | ωB97M-V with the def2-TZVPD basis set

Calculated values
LUMO level = 2.5 eV
total charge = -1
DFT total energy = -35766.2591 eV
highest occupied orbital energy = -0.14157 Eh

Atoms and positions in Å:
Al: -2.1050 4.1211 0.1152
F: -2.9437 1.4467 3.0102
O: -0.2557 2.2944 -1.4525
O: 1.9129 -1.0947 -2.7312
O: 3.8107 -1.1668 -4.9798
O: -1.0650 -5.1542 1.6468
O: -0.5889 -2.3096 1.0818
N: 0.7799 2.6849 0.7118
C: 0.8353 -1.1894 -3.6461
C: -2.4500 -4.8866 1.5138
C: 0.6905 1.4549 1.4699
C: -0.2912 -4.6616 0.5637
C: -3.4005 3.2166 1.4126
C: -2.7072 2.8059 2.7014
C: 2.9080 -2.0827 -2.9145
C: 0.3648 -3.3354 0.8830
C: 1.0855 3.8056 1.5799
C: 4.1187 -1.5490 -3.6492
C: 3.6028 0.2290 -5.1285
C: -3.0907 3.6491 3.8880
C: -0.8382 -2.0336 2.4506
B: -0.3590 2.9378 -0.2200
H: 0.2780 -0.2552 -3.6030
H: 1.1199 4.7129 0.9975
H: 3.1167 0.3894 -6.0896
H: 0.1668 -2.0069 -3.3531
H: -4.1622 3.9500 1.6662
H: 0.2374 1.4577 -1.3778
H: -0.9077 -4.5681 -0.3357
H: 0.1539 0.6767 0.9384
H: 3.2217 -2.4084 -1.9166
H: 0.4894 -5.4031 0.3621
H: 4.8740 -2.3401 -3.7059
H: 4.5514 -0.7081 -3.0989
H: 1.0178 -3.4304 1.7567
H: -3.1753 4.6799 3.5745
H: 2.9650 0.6310 -4.3396
H: -2.2917 3.6063 4.6231
H: -0.9697 -2.9503 3.0306
H: 0.3551 3.9578 2.3805
H: -1.6570 5.5365 0.7923
H: -2.9041 -5.5711 0.7879
H: 0.2159 1.5764 2.4483
H: -2.6354 -3.8566 1.2039
H: 2.4963 -2.9524 -3.4377
H: 4.5611 0.7602 -5.1248
H: -3.9904 3.2749 4.3616
H: -2.9126 -5.0495 2.4862
H: 2.0637 3.6483 2.0289
H: -0.0085 -1.4544 2.8705
H: -2.8425 4.4030 -1.3115
H: 1.1766 -1.3520 -4.6710
H: 1.6860 1.0477 1.6613
H: -1.7453 -1.4355 2.5182
H: -1.6304 2.9128 2.5854
H: 0.9860 -3.0393 0.0301
H: -3.9138 2.3775 0.9541

Forces on atoms 1 to 2 (eV/Å):
-0.35 0.45 -0.24
0.06 -0.28 0.20



C13H35BBrN3O7P3 | ωB97M-V with the def2-TZVPD basis set

Calculated values
LUMO level = 1.7 eV
total charge = -1
DFT total energy = -131440.9427 eV
highest occupied orbital energy = -0.15837 Eh

Atoms and positions in Å:
Br: 1.1026 -2.9411 -1.2021
P: -1.1903 -0.4313 -3.5742
P: -2.8038 -0.0691 3.4667
P: 0.2753 -0.8379 -1.0057
O: -2.0708 -1.2744 2.9076
O: 1.3690 -0.0385 -0.0245
O: 1.5311 -0.5943 -3.3878
O: 1.2549 1.6692 -3.9569
O: -1.6642 -1.9618 -3.2435
O: -2.2620 0.5517 -3.3346
O: -0.8339 -0.4220 -5.1668
N: -3.9724 1.2493 3.7806
N: -3.2260 -0.7419 4.9894
N: -1.4846 1.0426 3.5143
C: -3.6098 2.6344 4.0324
C: 4.0210 -0.8064 -5.2633
C: 3.3471 0.5665 -5.0390
C: 0.4184 -0.0698 -2.7185
C: -0.2619 0.6884 4.2186
C: 4.4442 -2.3021 -3.2292
C: -5.1194 1.1988 2.8616
C: -3.5273 -2.1670 5.0032
C: 0.5805 1.5344 -2.7441
C: -2.6628 -0.3322 6.2513
C: 5.0479 -1.2441 -4.1783
C: -1.1397 1.5100 2.1698
C: 5.7234 -0.0997 -3.4212
B: 2.2879 0.6364 -3.8038
H: 2.9736 0.9332 -2.8132
H: -0.4868 2.3839 2.2225
H: -0.3457 2.1105 -2.7653
H: -3.2445 3.1555 3.1394
H: 3.7036 -1.8756 -2.5527
H: 1.6289 -0.6996 0.6370
H: 5.8510 -1.7761 -4.7131
H: -0.4379 0.5494 5.2843
H: -0.6455 0.7336 1.5781
H: -2.6296 -1.9268 -3.3513
H: 2.7731 0.7858 -5.9594
H: 4.5872 -0.7337 -6.2082
H: -2.0419 1.8178 1.6282
H: -2.5312 0.7497 6.3083
H: 5.2912 -2.7479 -2.6862
H: -5.9371 1.8282 3.2180
H: -1.6954 -0.8170 6.4427
H: 0.2141 -0.2157 3.8219
H: -5.5041 0.1752 2.7992
H: -2.8620 2.7188 4.8152
H: -3.3365 -0.5984 7.0725
H: -4.0852 -2.4523 4.1130
H: -4.4964 3.1677 4.3909
H: -2.6178 -2.7808 5.0422
H: 0.4559 1.5087 4.1433
H: 6.2925 -0.5435 -2.5901
H: -4.1519 -2.4137 5.8661
H: -4.8455 1.5187 1.8502
H: 1.1859 1.8015 -1.8653
H: 4.0252 -3.1243 -3.8183
H: 3.2778 -1.5965 -5.4126
H: 5.0266 0.6090 -2.9710
H: 4.1047 1.3505 -4.9390
H: -1.5062 -0.9881 -5.5767
H: 6.4358 0.4443 -4.0522

Forces on atoms 1 to 2 (eV/Å):
0.28 0.43 -0.16
0.39 0.73 -0.92



C13H35BBrO3P2 | ωB97M-V with the def2-TZVPD basis set

Calculated values
LUMO level = -6.1 eV
total charge = +1
DFT total energy = -109481.3563 eV
highest occupied orbital energy = -0.46734 Eh
energy above the lowest of the compared OMol25 structures with the same formula, charge and spin = 222.1 kJ/mol

Atoms and positions in Å:
Br: -2.8869 0.0681 1.0983
P: -6.2826 -0.6117 2.0224
P: -4.9717 1.0060 1.3587
O: -4.4336 1.3531 -2.6215
O: -6.6709 -1.6590 0.9041
O: -6.4757 0.0105 -1.9364
C: -5.5767 1.9355 -0.2025
C: 2.5726 -2.6792 -1.7220
C: 0.9883 0.6308 2.2309
C: 0.4785 2.0237 1.8524
C: 3.4356 1.3594 2.6570
C: 1.3587 -2.6596 -2.6599
C: 3.8060 -1.9310 -2.2339
C: -0.0169 2.8256 3.0460
C: 2.2021 0.6113 3.1689
C: 0.8489 -1.2667 -3.0385
C: 0.3536 -0.4649 -1.8449
C: 4.3727 -2.5172 -3.5172
C: 4.0023 0.7732 1.3737
B: -5.4987 1.0655 -1.5981
H: -0.3509 1.9085 1.1429
H: -0.3987 3.7966 2.7152
H: 1.1549 -0.2770 -1.1243
H: -5.5282 -1.3474 3.0459
H: 3.2853 0.8313 0.5505
H: 1.9169 1.0279 4.1416
H: -0.0283 0.5061 -2.1757
H: -0.8273 2.2996 3.5596
H: 0.7845 3.0134 3.7666
H: 3.6557 -2.4592 -4.3404
H: 0.5445 -3.2188 -2.1830
H: 0.1741 0.0717 2.7078
H: 4.2112 1.3190 3.4310
H: 3.5775 -0.8708 -2.3831
H: 5.2692 -1.9659 -3.8186
H: -3.5244 1.3863 -2.1642
H: 1.2292 0.0837 1.3119
H: 1.6255 -0.7024 -3.5648
H: 4.6533 -3.5663 -3.3755
H: -4.8326 2.8583 -0.3423
H: -4.9783 1.9984 2.4420
H: 2.2873 -2.2626 -0.7493
H: -0.4569 -0.9908 -1.3313
H: 2.4741 -0.4351 3.3588
H: -6.0497 -0.8739 -1.6817
H: 3.2071 2.4196 2.5078
H: -6.6916 2.3289 -0.0992
H: 4.5816 -1.9715 -1.4599
H: 4.2829 -0.2758 1.5154
H: 4.8988 1.3246 1.0723
H: 1.2550 2.5881 1.3261
H: 1.5997 -3.2067 -3.5790
H: 0.0195 -1.3819 -3.7479
H: -7.4710 -0.1035 2.7196
H: 2.8445 -3.7255 -1.5321

Forces on atoms 1 to 2 (eV/Å):
-2.13 1.07 0.24
-2.58 -6.00 -1.88



C13H35BCuNO7 | ωB97M-V with the def2-TZVPD basis set

Calculated values
multiplicity = 2
LUMO level (spin up / spin down) = 2.2 / 2.2 eV
total charge = -1
DFT total energy = -75180.7621 eV
highest occupied orbital energy (spin up / spin down) = -0.17912 / -0.17810 Eh
energy above the lowest of the compared OMol25 structures with the same formula, charge and spin = 0.0 kJ/mol

Atoms and positions in Å:
Cu: -0.7654 0.5550 -0.2480
O: -3.0047 3.1704 -0.5414
O: -2.8011 1.1198 -1.2568
O: -4.3457 2.2647 -1.6987
O: 0.5017 1.2738 -2.2142
O: -1.0161 -2.0505 -1.1515
O: -1.2675 -0.1284 1.8621
O: 4.4089 -0.2310 1.4184
N: 1.5488 0.7310 0.3768
C: -0.1455 1.6742 -3.4079
C: 5.6967 -0.0441 2.0034
C: -3.1607 2.2771 -1.3557
C: 2.0467 -0.4001 1.2367
C: 0.5808 -2.3398 -2.9319
C: 1.7788 1.8633 -1.9092
C: 3.1711 0.0072 2.1803
C: -1.5991 0.5805 3.1246
C: -0.3511 1.4110 3.4450
C: -2.8776 1.4417 2.9163
C: -0.8970 -2.2661 -2.4987
C: -1.3998 -3.6587 -2.8509
C: 2.4230 0.9039 -0.8065
B: -3.6797 -1.3116 0.5950
H: -4.7577 -1.3229 0.6388
H: 1.6832 2.8904 -1.5571
H: -0.2299 2.1971 2.6997
H: -1.2197 1.5010 -3.3429
H: 0.8229 -1.2832 -3.0462
H: 3.1315 1.0616 2.4537
H: -1.9629 -2.0397 -0.9933
H: 5.6160 0.9047 2.5337
H: -3.7973 0.9205 2.6507
H: -0.9541 -4.3724 -2.1580
H: 0.5429 0.8336 3.6807
H: 0.3338 1.0794 -4.1855
H: -3.3618 -0.2928 0.7535
H: -3.3680 -1.6339 -0.3865
H: 1.7312 1.5901 0.8755
H: 2.0720 -1.3384 0.6826
H: -2.4694 -3.5853 -2.6545
H: -3.2558 -1.8714 1.4142
H: 3.1363 -0.4739 3.1577
H: -3.0323 1.8141 3.9290
H: -0.6274 1.9253 4.3655
H: 0.1170 2.6632 -3.7835
H: 1.2488 -2.8678 -2.2514
H: 6.4415 0.1699 1.2369
H: -1.8332 -0.1155 3.9302
H: 1.2682 -0.6501 1.9575
H: 3.3913 1.3046 -0.5064
H: -1.1786 -3.8847 -3.8940
H: -1.5079 -1.5154 -3.0000
H: 2.3970 1.7324 -2.7974
H: 5.9944 -0.8437 2.6816
H: -2.0999 -0.4719 1.5294
H: 2.6027 -0.1005 -1.1900
H: 0.8422 -2.8896 -3.8360
H: -2.5628 2.1218 2.1248

Forces on atoms 1 to 2 (eV/Å):
-0.54 0.10 -0.07
3.24 4.21 1.12